1.
Molecular formula: C44H48F5IN5O3STeTi
Method: DFT, ωB97M-V with the def2-TZVPD basis set

Structure (XYZ):
```
109
Properties=species:S:1:pos:R:3:forces:R:3:lowdin_charge:R:1
I 4.65458 -5.94706 2.87196 0.005 -0.006 0.006 0.82
Te 2.84149 2.58118 -3.83973 0.012 0.136 0.040 1.91
Ti 1.35471 0.44178 -1.96132 0.612 -0.278 -0.340 1.16
S 3.97851 0.74709 2.17669 0.040 -0.213 -0.125 0.60
F 2.73887 4.46842 -3.71558 0.010 -0.023 -0.008 -0.49
F 4.44075 2.86314 -2.76262 -0.045 -0.015 0.022 -0.56
F 2.95153 0.21514 -2.97495 -0.199 0.011 0.183 -0.48
F 0.51086 0.11095 -3.49683 -0.056 -0.030 0.011 -0.32
F 1.13545 2.84028 -4.81084 0.020 -0.008 -0.020 -0.58
O 1.64386 -1.39082 -1.47859 -0.117 0.152 0.048 -0.18
O 1.54362 -3.17680 -2.82488 -0.019 0.015 -0.003 0.09
O 1.83295 2.27328 -2.32562 0.031 0.112 -0.178 -0.71
N -0.63263 1.69947 -1.69460 -0.029 -0.058 0.023 0.11
N -0.16221 -0.91085 1.39755 0.004 0.022 0.043 0.21
N 0.08692 1.99385 1.21308 -0.077 -0.010 0.063 0.19
N 2.48429 0.77134 -0.18746 -0.409 -0.040 0.253 0.04
N -1.08906 -1.06655 -1.36852 -0.153 -0.045 0.142 0.17
C 0.38630 -2.88540 2.49367 -0.047 0.024 0.025 -0.13
C 0.56245 3.21573 0.70505 -0.003 0.027 0.015 -0.21
C -2.41279 -2.25537 -2.85773 -0.017 0.001 0.015 -0.11
C 1.19307 6.35764 1.66362 -0.003 0.001 0.004 -0.08
C 1.47376 3.85552 1.66950 0.000 -0.024 0.004 -0.13
C 3.32358 -5.51166 0.19012 0.011 0.005 -0.006 -0.16
C 3.66493 -3.47242 1.44825 -0.035 -0.018 0.004 -0.14
C -1.69253 1.50313 -2.61016 0.020 -0.038 0.007 -0.18
C 1.41746 -1.99759 4.66698 -0.010 -0.009 0.003 -0.19
C 0.27948 3.64882 -0.52791 0.033 0.031 0.043 0.06
C 1.86820 -2.63022 -1.78914 0.004 -0.014 -0.107 -0.54
C -2.25118 2.80690 -2.99213 0.001 0.004 0.002 -0.11
C 0.70687 1.83308 2.33491 0.050 0.017 -0.038 -0.23
C -4.77640 -2.10959 -3.70323 -0.008 0.001 -0.002 -0.09
C -0.78003 -5.03639 3.08552 -0.008 -0.005 0.008 -0.08
C 0.74049 -1.90098 3.33970 0.050 -0.018 0.005 -0.13
C 2.55958 -3.40359 -0.69357 -0.002 0.000 0.012 -0.11
C 0.52201 -4.36611 2.64010 0.044 0.010 -0.025 -0.20
C -3.31657 -2.43029 -4.03535 -0.004 0.000 -0.006 -0.19
C -1.86615 -0.96202 -2.39771 0.089 0.034 -0.065 -0.20
C -4.74993 2.84194 -3.28186 -0.004 -0.001 0.001 -0.08
C 3.09012 0.75733 0.80999 0.307 0.118 -0.142 -0.85
C -0.85356 -5.41687 -2.33695 0.016 0.007 0.011 -0.08
C -0.62586 2.97583 -1.44605 0.032 0.046 -0.021 -0.19
C 2.71697 -4.77920 -0.81889 0.006 -0.028 0.000 -0.02
C 3.03572 -2.75781 0.43888 0.003 0.037 0.018 0.00
C -2.51328 5.62154 -0.85528 -0.002 0.002 0.015 -0.08
C 3.78827 -4.84563 1.31692 -0.001 0.014 0.008 -0.74
C -0.73163 -2.92505 0.16940 0.017 -0.046 0.038 0.09
C 0.73624 0.58762 3.09493 0.034 -0.001 -0.042 0.05
C 1.38273 3.41866 5.16132 -0.010 0.025 0.009 -0.09
C -0.17911 -2.20099 1.30470 0.019 -0.015 -0.022 -0.20
C 0.47517 -1.72126 5.84158 -0.003 0.005 -0.004 -0.09
C -2.13660 -4.65288 -1.99931 0.006 -0.009 0.003 -0.19
C 1.56621 2.99781 2.69946 -0.055 0.040 0.017 -0.16
C 2.14107 5.17363 1.45518 0.005 -0.012 -0.006 -0.18
C -1.93385 -3.17360 -2.00053 0.037 -0.007 -0.030 -0.12
C -3.38068 3.00099 -3.94926 0.007 0.009 0.007 -0.18
C -1.82330 5.19893 -2.15466 -0.002 -0.004 -0.015 -0.18
C 2.31655 3.13644 3.98133 -0.022 0.009 0.067 -0.22
C -1.61590 3.72212 -2.23864 -0.032 -0.019 0.005 -0.10
C -2.20609 0.32364 -2.97964 -0.010 0.000 0.017 0.08
C -1.14377 -2.42063 -1.00299 -0.084 0.010 -0.041 -0.20
C 0.41295 -0.63776 2.64811 0.001 0.017 -0.031 -0.20
H -0.33946 -2.44753 5.85922 0.002 0.000 0.000 0.07
H -1.04289 -6.49107 -2.37789 0.000 -0.010 0.006 0.07
H 0.33927 6.30099 0.98582 -0.001 -0.004 -0.003 0.06
H 2.55282 5.20328 0.44251 0.001 -0.001 0.001 0.12
H 0.84612 4.35776 5.01494 -0.006 0.004 0.008 0.07
H -0.66227 -6.11957 3.14943 -0.001 0.000 -0.001 0.07
H -0.87098 -3.99154 0.31253 0.015 0.009 -0.005 0.11
H -0.44662 -5.08889 -3.29349 -0.007 0.002 0.012 0.08
H -2.62096 6.70617 -0.80266 0.001 0.000 -0.003 0.07
H 2.90716 -1.68864 0.53223 0.006 0.006 -0.005 0.09
H -2.92190 -4.90760 -2.71479 0.007 -0.001 -0.003 0.10
H -3.28246 2.29307 -4.77526 -0.003 -0.001 -0.001 0.11
H 3.43592 -6.58371 0.10113 0.000 -0.004 0.004 0.09
H -5.41491 -2.20911 -4.58274 -0.001 0.000 -0.001 0.07
H -5.14802 -2.78355 -2.92983 0.000 -0.001 0.000 0.08
H 0.02761 -0.72941 5.76125 0.003 0.001 -0.004 0.07
H 4.03575 -2.95201 2.32124 -0.002 -0.011 0.014 0.09
H -0.85736 5.70471 -2.24129 0.004 -0.002 0.009 0.11
H -1.08606 -4.66558 4.06529 0.000 0.001 0.000 0.07
H -0.08067 -5.22810 -1.59045 -0.015 -0.011 -0.028 0.05
H -2.97367 -1.79016 -4.85320 0.006 0.004 0.006 0.11
H -3.50608 5.17407 -0.78333 0.000 -0.001 -0.001 0.07
H 3.04800 3.94178 3.88939 0.003 -0.004 -0.004 0.11
H 0.85150 -4.79182 1.68688 -0.001 -0.002 -0.001 0.10
H -4.84987 1.85592 -2.82574 0.002 -0.001 -0.001 0.07
H 2.25416 -1.29255 4.68567 0.002 -0.005 0.018 0.11
H -3.30301 3.99617 -4.39136 0.002 0.000 0.000 0.11
H 1.31473 -4.59539 3.35605 -0.003 0.007 0.014 0.10
H -1.94271 5.29338 0.01519 0.005 -0.001 -0.002 0.06
H -5.55643 2.96856 -4.00599 0.000 0.001 -0.001 0.07
H -2.41563 5.52682 -3.01141 0.000 -0.001 0.000 0.11
H 2.99349 5.26178 2.13128 -0.001 0.000 0.002 0.11
H -4.87976 3.58264 -2.49133 0.002 0.001 -0.002 0.07
H 0.63497 2.63010 5.27074 -0.001 0.004 0.005 0.06
H 1.85223 -2.99407 4.77692 0.005 0.003 0.002 0.10
H 1.00622 -1.77960 6.79327 0.000 -0.001 0.000 0.07
H -2.99540 0.33410 -3.72169 -0.009 0.009 0.008 0.11
H 0.70559 4.58433 -0.87189 -0.004 -0.001 -0.006 0.13
H 1.94075 3.48467 6.09700 0.000 0.000 0.003 0.07
H 1.23200 0.64049 4.05673 -0.020 0.000 0.024 0.10
H -4.88043 -1.09126 -3.32290 -0.001 -0.002 -0.002 0.06
H -2.50569 -4.96927 -1.01830 -0.002 -0.005 -0.002 0.11
H 0.80285 6.36409 2.68314 0.002 0.000 0.002 0.07
H 2.35862 -5.26260 -1.71903 -0.001 0.010 0.005 0.11
H 2.88994 2.22356 4.16017 -0.052 0.066 0.008 0.05
H 1.70350 7.30570 1.48589 0.002 -0.001 0.000 0.07
H -1.59384 -4.82385 2.38889 0.000 -0.002 0.005 0.07
H -3.24156 -3.45510 -4.40420 0.000 -0.002 0.004 0.11
```
Forces are in eV/Å.

Computed properties:
**HOMO-LUMO gap**: 5.90 eV
**Energy**: -122940.76757 eV
**HOMO level**: -5.5 eV
**Strongest force on any atom**: 0.75 eV/A
**Charge**: -1


2.
Molecular formula: C6H10O
Method: DFT, ωB97M-V with the def2-TZVPD basis set

Structure (XYZ):
```
17
Properties=species:S:1:pos:R:3:forces:R:3:lowdin_charge:R:1
O 0.46288 -0.46301 1.51335 0.159 0.000 0.232 -0.02
C 0.08088 1.80346 0.80158 0.006 0.078 0.004 -0.03
C 1.28192 0.09187 -0.57186 0.519 -0.261 -0.070 -0.07
C 2.32251 -0.29375 -1.04297 -0.430 0.163 0.164 0.14
C -1.19485 -0.17500 -0.14096 -0.050 0.041 -0.011 -0.19
C 0.16071 0.33736 0.36648 -0.093 0.091 -0.153 -0.60
C -1.12786 -1.51902 -0.85964 0.022 -0.040 -0.018 -0.10
H -1.81716 -0.25854 0.75803 0.045 0.045 -0.131 0.12
H -0.35029 2.44797 0.02944 0.098 -0.141 0.040 0.09
H -0.53809 -2.23487 -0.27922 -0.107 0.071 -0.067 0.08
H 1.07589 2.18533 1.05325 -0.140 -0.069 -0.011 0.09
H 1.39718 -0.30851 1.70881 -0.173 -0.160 0.091 0.10
H -1.65800 0.58066 -0.78606 0.132 -0.082 0.070 0.12
H -0.66290 -1.41646 -1.84593 -0.042 -0.019 0.163 0.07
H 3.24450 -0.69317 -1.40053 -0.127 0.180 -0.169 0.03
H -2.13187 -1.93200 -1.00168 0.148 0.063 0.030 0.07
H -0.54545 1.84769 1.69792 0.034 0.039 -0.163 0.09
```
Forces are in eV/Å.

Computed properties:
**HOMO-LUMO gap**: 11.12 eV
**Energy**: -8429.65879 eV
**HOMO level**: -10.1 eV
**SMILES**: C#C[C@](C)(O)CC
**Strongest force on any atom**: 0.59 eV/A


3.
Molecular formula: C44H48F4HgN10OSi
Method: DFT, ωB97M-V with the def2-TZVPD basis set

Structure (XYZ):
```
109
Properties=species:S:1:pos:R:3:forces:R:3:mulliken_spin:R:1
Hg 0.46149 -1.02523 0.16461 1.480 -0.666 -1.230 0.00
Si -1.40311 2.08047 -0.68609 -0.478 0.809 -0.389 0.01
F 2.38149 0.50977 -4.58039 -0.008 -0.072 0.205 0.00
F 4.81509 -3.44983 -1.73019 -0.170 0.267 -0.158 0.00
F 1.24509 -0.25823 -2.31039 0.340 -0.022 -0.062 0.00
F 5.86949 -2.57323 -3.94419 -0.248 0.050 0.197 0.00
O -0.82821 0.65037 -0.45149 0.188 -0.458 -0.184 -0.03
N -2.20221 -2.14103 -2.00589 -1.056 -0.105 0.583 0.00
N -3.77091 -3.81183 -2.48179 -1.021 -0.102 0.019 0.01
N 1.73899 -2.67123 2.26951 0.202 -0.288 0.195 -0.01
N -2.60061 -3.15123 -2.72429 1.048 0.194 -0.363 0.00
N 2.26789 -2.25083 -0.72289 -0.714 0.202 0.529 0.00
N 2.31179 0.68407 1.40211 -0.257 0.082 0.178 -0.01
N -1.11851 -2.54593 0.86941 -0.451 -0.275 0.128 0.15
N -0.19771 -0.23283 2.09841 -0.552 0.599 1.010 0.16
N -1.76311 -3.49283 -3.67749 -0.144 -0.362 -0.226 0.00
N -1.05221 -1.78843 -2.47779 0.733 0.450 -0.176 0.00
C 0.26479 0.88847 2.66491 -0.618 -0.334 0.465 -0.06
C 4.31329 0.27847 0.09561 -0.072 -0.046 -0.008 0.00
C -0.39011 1.50257 3.72261 0.295 0.093 -0.076 0.19
C -1.52641 -3.69883 0.34251 -0.078 -0.290 -0.029 -0.09
C -2.74861 -4.27853 0.64531 -0.093 -0.098 -0.018 0.21
C -1.91361 -1.90573 1.80441 0.156 0.070 0.120 0.08
C -3.58921 1.19167 -2.28959 0.156 0.002 0.215 0.00
C -3.55491 1.81047 1.18831 -0.132 -0.163 -0.081 0.03
C -2.15811 -0.06943 3.46841 -0.046 0.283 0.562 0.09
C -1.63571 1.01147 4.12571 -0.076 -0.387 -0.334 0.02
C 2.97549 -0.45823 -3.85139 0.146 -0.075 -0.078 0.00
C -2.50871 2.62837 0.77771 0.382 -0.035 -0.355 0.01
C 3.96929 2.39667 1.35631 -0.263 0.093 0.229 -0.01
C -0.20521 4.76507 -1.00079 -0.139 0.170 -0.035 0.00
C 4.16419 -1.00053 -4.31829 -0.077 -0.130 0.257 0.00
C 4.70879 -2.00003 -3.53609 0.012 0.169 -0.207 0.00
C 2.35719 3.75537 -1.16049 0.236 0.123 -0.138 0.00
C 2.15389 5.11877 -1.28669 0.104 0.016 -0.021 0.00
C 2.90719 -1.91063 -1.84179 0.221 0.107 -0.468 0.00
C -2.42561 2.18077 -2.32979 -0.060 0.120 0.087 0.00
C -2.98701 3.57367 -2.61439 0.173 -0.109 0.181 0.00
C -0.60731 -4.45193 -0.58799 0.024 0.173 -0.016 -0.04
C -3.59591 -3.62523 1.55971 0.153 0.131 0.054 0.04
C -2.28171 3.78087 1.51991 0.155 0.190 -0.070 0.00
C 0.84439 -3.20333 3.27881 -0.057 0.026 -0.057 0.01
C -4.36071 2.14317 2.26221 -0.267 -0.024 0.092 -0.02
C -3.07441 4.12187 2.60071 -0.049 0.240 0.222 0.00
C 4.12969 -2.44393 -2.36299 0.132 -0.204 0.084 0.00
C 1.89529 2.77607 2.45871 -0.079 -0.117 0.102 -0.01
C -0.02401 3.39127 -0.87899 -0.326 -0.290 0.115 0.00
C 1.27789 2.91507 -0.96979 0.018 -0.239 0.011 0.00
C -0.78881 -2.60513 -3.49649 -0.367 -0.262 0.015 0.00
C -3.17071 -2.46403 2.13471 -0.400 -0.132 0.093 0.07
C 3.13619 3.23947 2.07161 0.128 -0.251 -0.080 0.01
C 1.52919 1.45827 2.16301 0.691 0.394 -0.403 -0.04
C -4.12821 3.30807 2.97401 -0.062 -0.050 0.072 0.01
C 2.89989 -3.27343 0.09871 -0.022 -0.040 0.197 0.00
C 2.38879 -0.87633 -2.68229 -0.185 0.063 -0.050 0.00
C 0.86469 5.61717 -1.21449 -0.009 0.320 -0.007 0.00
C -1.48331 1.77787 -3.46319 0.116 -0.013 0.261 0.00
C 2.13739 -3.72183 1.35061 0.019 0.221 -0.223 -0.01
C 2.86169 -2.03923 2.92821 -0.081 -0.007 -0.166 0.00
C -1.42261 -0.72993 2.45951 0.219 -0.192 -0.257 0.11
C 3.48969 1.14197 0.99531 0.437 0.225 0.095 0.01
H -0.64261 2.46747 -3.52269 0.162 0.068 -0.104 0.00
H -4.74831 3.57007 3.82261 -0.039 0.003 0.001 0.00
H -3.94171 -3.80243 -1.47499 0.247 -0.087 -0.155 0.00
H -1.08711 0.78467 -3.27029 0.127 -0.181 -0.069 0.00
H -1.99121 1.77327 -4.43179 -0.129 0.025 -0.075 0.00
H 0.51679 -2.38833 3.92191 -0.073 0.020 0.090 0.00
H 1.32619 -3.97623 3.90541 0.055 0.027 -0.014 0.00
H 3.03649 -4.18713 -0.49719 0.123 0.062 0.211 0.00
H 4.13079 -0.76943 0.29591 0.000 -0.145 -0.011 0.00
H -1.14091 -4.83023 -1.45909 -0.083 0.003 -0.008 0.00
H -2.18451 1.50337 4.91761 -0.053 -0.028 -0.012 0.00
H 2.47789 -1.28523 3.61221 0.043 0.112 0.063 0.00
H 0.21279 -3.82623 -0.92999 0.100 0.057 -0.019 0.01
H -3.13891 -0.41273 3.74761 -0.093 -0.074 0.000 0.02
H 3.45339 4.24417 2.31161 -0.044 0.090 0.027 0.00
H -4.09331 1.14177 -3.25969 -0.014 0.011 -0.121 0.00
H -4.55461 -4.06073 1.80671 -0.083 0.069 0.102 0.01
H -3.80181 -1.97843 2.86081 -0.073 0.049 -0.001 0.04
H 1.22049 3.43507 2.97811 -0.114 0.011 0.059 0.00
H -2.18561 4.28887 -2.78539 0.057 0.147 -0.033 0.00
H 2.98989 5.78927 -1.44109 0.034 0.017 -0.032 0.00
H -3.02931 -5.23543 0.22721 0.113 -0.087 -0.064 0.01
H -3.22611 0.19937 -2.03409 -0.066 -0.186 0.038 0.00
H 2.78799 -4.46343 1.86181 -0.100 0.016 -0.070 0.00
H 3.36019 3.35347 -1.21419 0.041 -0.051 -0.041 0.00
H -2.87511 5.03017 3.15661 0.043 0.037 0.016 0.00
H -3.61091 3.55507 -3.51089 -0.106 -0.008 -0.126 0.00
H -3.59731 3.92627 -1.78249 -0.112 0.117 0.071 0.00
H 1.42529 1.85057 -0.88509 0.107 -0.222 -0.016 0.00
H -0.19531 -5.32543 -0.07769 0.027 0.024 0.024 0.01
H 0.69679 6.68067 -1.33809 -0.038 0.033 0.058 0.00
H -5.17511 1.49147 2.55421 -0.019 -0.070 -0.001 0.00
H 4.01759 0.46467 -0.93529 0.014 -0.031 -0.209 0.00
H 4.95699 2.71387 1.05721 0.069 0.000 -0.106 0.00
H 3.48419 -1.53793 2.19711 0.183 0.040 -0.026 0.00
H 3.89759 -2.93623 0.41291 0.018 -0.153 -0.012 0.00
H -4.32911 1.49287 -1.54879 -0.137 -0.010 0.086 0.00
H 0.09909 -2.57773 -4.09409 0.177 0.064 -0.100 0.00
H -0.03181 -3.63803 2.80571 -0.063 -0.054 -0.003 0.00
H 1.22629 -4.23313 1.04791 0.016 -0.025 0.049 0.01
H 0.04729 2.34127 4.23741 0.047 0.093 -0.035 0.01
H -1.20021 5.18697 -0.93919 -0.071 0.042 -0.005 0.00
H 4.63069 -0.66113 -5.22369 0.064 0.029 -0.160 0.00
H 3.46689 -2.76223 3.50261 0.041 -0.032 -0.001 0.00
H -3.72671 0.88467 0.66041 -0.078 -0.212 -0.062 -0.01
H -1.45931 4.42727 1.25051 0.108 0.102 0.008 0.00
H 5.37529 0.49547 0.18751 0.056 0.045 0.025 0.00
H -3.71221 -4.75303 -2.85759 0.211 0.199 0.151 0.00
```
Forces are in eV/Å.

Computed properties:
**HOMO-LUMO gap (spin up / spin down)**: 5.03 / 7.24 eV
**Spin multiplicity**: 2
**Energy**: -86278.91550 eV
**HOMO level (spin up / spin down)**: -2.5 / -4.7 eV
**⟨S²⟩**: 0.7720
**Strongest force on any atom**: 2.04 eV/A
**Charge**: -1


Energy relative to the best compared isomer or geometry (same formula, charge and spin) per entry: 110.7; 152.6; 26.8 kJ/mol